# C33H53MnO17

C33H53MnO17 as an isolated structure at a distorted geometry (the ωB97M-V functional and the def2-TZVPD basis, the OMol25 dataset).

The geometry in XYZ format:
```
104
Properties=species:S:1:pos:R:3
Mn -1.06 -3.67 -0.79
C -0.32 -0.48 -0.28
O -0.73 -1.61 -0.96
H -1.15 0.22 -0.12
H 0.00 -0.65 0.76
H 0.47 0.03 -0.83
O 2.58 2.17 -0.63
C 3.20 1.84 0.38
O 4.52 1.84 0.49
C 5.32 2.24 -0.60
C 6.74 1.76 -0.30
C 2.38 1.40 1.61
H 5.34 3.32 -0.71
H 5.00 1.83 -1.56
H 7.44 1.82 -1.14
H 6.82 0.73 0.04
H 7.12 2.42 0.47
H 1.33 1.64 1.42
H 2.67 1.92 2.52
H 2.41 0.31 1.66
O -5.60 0.92 -3.62
C -4.59 1.16 -3.01
O -3.71 2.11 -3.42
C -2.75 2.41 -2.43
C -3.42 1.81 -1.18
C -4.12 0.58 -1.66
H -2.54 3.46 -2.24
H -1.81 1.90 -2.66
H -4.10 2.59 -0.80
H -2.69 1.72 -0.38
H -5.01 0.25 -1.14
H -3.38 -0.21 -1.70
O 4.00 -1.36 -5.34
C 3.52 -1.49 -4.25
O 2.75 -2.54 -3.87
C 2.41 -2.55 -2.49
C 3.37 -1.52 -1.87
C 3.74 -0.61 -3.01
H 2.49 -3.56 -2.09
H 1.38 -2.22 -2.32
H 4.24 -2.04 -1.45
H 2.91 -0.88 -1.12
H 4.74 -0.16 -3.02
H 3.06 0.24 -3.07
O 2.29 -0.42 4.28
C 1.21 -0.05 4.66
O 0.96 0.27 5.96
C -0.41 0.59 6.10
C -0.83 1.00 4.71
C -0.05 0.12 3.77
H -0.51 1.44 6.77
H -0.96 -0.24 6.53
H -0.66 2.05 4.44
H -1.90 0.96 4.47
H 0.24 0.48 2.79
H -0.48 -0.89 3.68
O 0.81 -3.95 0.11
C 1.62 -3.97 1.07
O 2.01 -5.08 1.69
C 2.96 -4.75 2.74
C 2.64 -3.32 3.07
C 2.21 -2.79 1.75
H 3.96 -4.79 2.31
H 2.90 -5.45 3.57
H 3.54 -2.90 3.51
H 1.84 -3.25 3.81
H 3.00 -2.48 1.06
H 1.49 -1.98 1.78
O -3.56 -1.71 -6.03
C -2.46 -1.67 -5.52
O -1.44 -2.44 -5.96
C -0.26 -2.20 -5.18
C -0.48 -0.87 -4.56
C -1.96 -0.82 -4.37
H 0.69 -2.17 -5.72
H -0.12 -3.00 -4.44
H -0.13 -0.03 -5.15
H 0.12 -0.90 -3.65
H -2.38 0.18 -4.33
H -2.18 -1.23 -3.39
O -0.82 5.63 -1.51
C -1.21 5.14 -0.47
O -2.52 4.90 -0.23
C -2.75 4.43 1.08
C -1.38 3.79 1.43
C -0.35 4.63 0.68
H -3.65 3.83 1.09
H -3.02 5.28 1.71
H -1.29 2.77 1.06
H -1.18 3.83 2.51
H 0.43 4.04 0.19
H 0.08 5.38 1.34
O -2.53 -3.15 0.89
C -3.39 -2.44 1.35
O -4.65 -2.56 0.92
C -5.49 -1.57 1.53
C -4.53 -0.44 1.93
C -3.26 -1.23 2.28
H -6.00 -1.91 2.43
H -6.25 -1.22 0.84
H -4.92 0.05 2.82
H -4.36 0.25 1.11
H -3.31 -1.61 3.30
H -2.33 -0.71 2.05
```

Its orbital gap (spin up / spin down) is 7.1 / 7.0 eV. Its energy above the lowest of the compared OMol25 structures with the same formula, charge and spin is 0.0 kcal per mole. The value obtained for the LUMO energy (spin up / spin down) is -4.738 / -4.808 eV. As for the HOMO energy (spin up / spin down): -0.43406 / -0.43405 Eh. Its spin multiplicity is 6. Its charge is +1. The value obtained for the total energy is -3719.10698 Eh.

=====

# C24H31NO3

One molecule with the formula C24H31NO3 (the ωB97M-V functional and the def2-TZVPD basis, the OMol25 dataset).

The geometry in XYZ format:
```
59
Properties=species:S:1:pos:R:3
C 5.62 1.26 3.20
O 4.53 0.65 3.86
C 3.38 0.44 3.16
C 2.34 -0.18 3.86
C 1.14 -0.44 3.24
C 0.93 -0.11 1.90
C -0.37 -0.42 1.22
C -0.39 -1.75 0.43
C -0.05 -2.94 1.35
O 1.32 -3.11 1.61
C -1.83 -1.92 -0.11
C -1.95 -3.01 -1.19
N -0.99 -2.92 -2.27
C -1.33 -2.06 -3.39
C -1.08 -0.59 -3.21
C -1.98 0.27 -2.74
C -1.72 1.67 -2.43
C -0.84 2.44 -3.18
C -0.59 3.76 -2.85
C -1.23 4.33 -1.76
C -2.11 3.57 -0.99
C -2.36 2.25 -1.32
O -3.19 1.42 -0.61
C -3.84 1.93 0.53
C 0.36 -2.82 -1.77
C 0.58 -1.68 -0.76
C 1.96 0.53 1.22
C 3.17 0.80 1.83
H 6.42 1.30 3.94
H 5.37 2.27 2.87
H 5.95 0.66 2.35
H 2.51 -0.44 4.89
H 0.35 -0.91 3.80
H -0.62 0.39 0.53
H -1.16 -0.47 1.98
H -0.36 -3.88 0.88
H -0.61 -2.83 2.29
H 1.65 -2.33 2.06
H -2.15 -0.97 -0.53
H -2.50 -2.18 0.72
H -2.95 -2.99 -1.61
H -1.80 -4.00 -0.73
H -2.39 -2.23 -3.62
H -0.74 -2.42 -4.25
H -0.07 -0.25 -3.42
H -2.98 -0.08 -2.51
H -0.36 2.00 -4.04
H 0.09 4.35 -3.44
H -1.05 5.36 -1.49
H -2.59 4.03 -0.14
H -4.51 2.76 0.27
H -4.42 1.10 0.92
H -3.12 2.26 1.29
H 1.04 -2.69 -2.61
H 0.60 -3.77 -1.28
H 1.61 -1.75 -0.39
H 0.45 -0.72 -1.25
H 1.81 0.83 0.20
H 3.94 1.29 1.26
```

Its orbital gap is 8.5 eV. Its energy above the lowest of the compared OMol25 structures with the same formula, charge and spin is 44.2 kcal per mole. The value obtained for the LUMO energy is 0.684 eV. As for the HOMO energy: -0.28735 Eh. Its charge is 0. The value obtained for the total energy is -1213.55728 Eh. Its SMILES is COc1ccc(CC2(CO)CCN(C/C=C/c3ccccc3OC)CC2)cc1.

=====

# C26H72N6O8

A 7-piece molecular cluster, C26H72N6O8 overall at a distorted geometry (the ωB97M-V functional and the def2-TZVPD basis, the OMol25 dataset).

The geometry in XYZ format:
```
112
Properties=species:S:1:pos:R:3
C 5.26 -0.64 0.25
O 4.28 -1.33 1.07
C 3.02 -0.75 1.13
C 1.99 -1.66 1.84
C 0.68 -0.95 2.06
N 2.62 -1.97 3.07
H 6.19 -1.18 0.38
H 5.42 0.39 0.57
H 5.01 -0.71 -0.82
H 3.14 0.26 1.48
H 2.73 -0.58 0.08
H 1.97 -2.52 1.18
H 0.82 -0.16 2.73
H -0.20 -1.53 2.32
H 0.38 -0.55 1.16
H 3.59 -2.05 2.80
H 2.33 -2.91 3.30
C -3.26 -0.30 0.81
O -3.88 -1.41 1.37
C -5.30 -1.25 1.46
C -5.89 -2.51 2.09
C -7.37 -2.36 2.55
N -5.12 -2.89 3.23
H -3.70 -0.03 -0.15
H -2.22 -0.58 0.63
H -3.32 0.59 1.42
H -5.45 -0.34 1.96
H -5.69 -1.16 0.45
H -5.96 -3.29 1.37
H -7.80 -3.19 3.10
H -8.07 -2.19 1.79
H -7.39 -1.54 3.26
H -4.20 -2.93 2.91
H -5.17 -2.11 3.91
C 6.66 2.92 -2.69
O 5.46 3.05 -2.03
C 5.57 3.10 -0.60
C 4.12 2.86 -0.14
C 3.14 3.80 -0.79
N 4.10 3.12 1.26
H 6.60 2.83 -3.82
H 7.09 1.90 -2.46
H 7.32 3.75 -2.44
H 6.19 2.27 -0.29
H 5.97 4.04 -0.24
H 3.96 1.79 -0.39
H 3.62 4.76 -0.93
H 2.25 3.93 -0.18
H 2.79 3.50 -1.78
H 4.79 2.51 1.71
H 3.24 2.74 1.59
C 2.21 5.31 2.75
O 0.94 5.16 2.16
C -0.08 4.43 2.78
C -0.17 3.03 2.20
C -1.10 2.05 2.97
N 1.17 2.52 2.28
H 2.90 5.56 2.02
H 2.72 4.39 3.14
H 2.26 6.10 3.50
H 0.03 4.31 3.87
H -1.05 4.85 2.56
H -0.46 3.06 1.12
H -2.07 2.53 2.91
H -0.61 2.10 3.97
H -1.18 1.02 2.59
H 1.38 2.26 3.24
H 1.58 3.48 2.23
C -5.31 -3.33 -2.09
O -4.08 -4.05 -1.89
C -3.47 -3.42 -0.76
C -2.06 -3.92 -0.68
C -1.18 -3.37 0.38
N -1.46 -3.58 -1.96
H -5.09 -2.29 -2.18
H -6.06 -3.50 -1.33
H -5.73 -3.63 -3.03
H -3.34 -2.33 -0.82
H -4.05 -3.62 0.13
H -2.07 -5.03 -0.81
H -0.89 -2.39 0.04
H -0.19 -3.87 0.57
H -1.66 -3.27 1.37
H -1.34 -2.58 -2.10
H -2.20 -3.88 -2.55
C -2.37 -1.40 -3.97
O -1.26 -1.04 -3.16
C -0.13 -0.78 -3.95
C 0.89 -1.79 -3.58
C 1.49 -1.62 -2.15
N 1.99 -1.65 -4.53
H -2.68 -0.73 -4.77
H -3.29 -1.48 -3.36
H -2.30 -2.38 -4.43
H -0.33 -0.94 -5.02
H 0.19 0.18 -3.73
H 0.37 -2.74 -3.68
H 2.34 -2.25 -2.02
H 0.80 -1.88 -1.28
H 1.66 -0.57 -1.91
H 2.17 -0.70 -4.72
H 1.60 -1.96 -5.46
O -1.81 1.17 -1.65
C -0.76 0.87 -0.74
C 0.43 1.74 -1.10
O 1.39 1.44 -0.36
H -1.59 0.70 -2.48
H -1.01 1.07 0.30
H -0.55 -0.16 -0.76
H 0.11 2.76 -1.01
H 0.76 1.59 -2.13
H 1.29 1.89 0.45
```

Its orbital gap is 9.4 eV. Its energy above the lowest of the compared OMol25 structures with the same formula, charge and spin is 106.1 kcal per mole. The value obtained for the LUMO energy is 0.644 eV. As for the HOMO energy: -0.32326 Eh. Its charge is 0. The value obtained for the total energy is -1963.97788 Eh. Its SMILES is COC[C@H](C)N.COC[C@H](C)N.COC[C@H](C)N.COC[C@H](C)N.COC[C@H](C)N.COC[C@H](C)N.OCCO.

=====

# C38H64BBrN3O20S

A 7-piece molecular cluster, C38H64BBrN3O20S overall at a distorted geometry (the ωB97M-V functional and the def2-TZVPD basis, the OMol25 dataset).

The geometry in XYZ format:
```
128
Properties=species:S:1:pos:R:3
C -0.19 -3.39 -1.82
C -0.87 -2.79 -2.78
C -2.06 -1.94 -2.43
N -1.92 -0.44 -2.62
Br -3.70 0.16 -1.98
C -1.87 0.12 -4.03
C -1.15 -0.68 -5.10
C -1.55 -0.12 -6.47
C -0.48 0.46 -7.33
N -2.75 -0.16 -6.88
C -1.23 1.54 -3.90
O -2.28 2.47 -4.31
C -1.98 3.19 -5.35
N -1.76 3.82 -6.27
C -0.97 1.77 -2.41
C 0.18 2.72 -2.02
C 1.37 2.81 -2.95
C 2.64 2.42 -2.50
C 3.76 2.49 -3.32
C 3.65 2.96 -4.63
C 4.87 3.06 -5.52
C 2.40 3.36 -5.10
C 1.28 3.30 -4.26
C -0.98 0.37 -1.74
S 0.73 -0.26 -1.59
B -1.43 0.40 -0.18
C -1.75 1.73 0.60
O -1.47 -0.80 0.44
H 0.69 -3.98 -2.01
H -0.50 -3.25 -0.80
H -0.57 -2.95 -3.80
H -2.34 -2.14 -1.41
H -2.90 -2.23 -3.06
H -2.89 0.32 -4.33
H -1.45 -1.72 -5.10
H -0.07 -0.68 -4.97
H -0.89 1.24 -7.96
H 0.34 0.84 -6.73
H -0.09 -0.31 -7.99
H -3.37 -0.60 -6.21
H -0.36 1.54 -4.54
H -1.86 2.30 -2.08
H 0.53 2.54 -1.01
H -0.26 3.72 -1.98
H 2.75 2.07 -1.48
H 4.72 2.18 -2.93
H 5.18 2.09 -5.91
H 4.67 3.75 -6.33
H 5.69 3.46 -4.94
H 2.27 3.73 -6.10
H 0.33 3.63 -4.64
H 1.05 -0.41 -2.89
H -2.12 1.53 1.60
H -0.85 2.33 0.70
H -2.48 2.33 0.06
H -1.92 -0.74 1.29
C -6.19 2.08 -1.02
O -6.71 2.50 0.24
C -8.05 2.45 0.32
O -8.77 2.08 -0.57
O -8.41 2.86 1.52
C -9.82 2.86 1.75
H -5.11 2.18 -0.95
H -6.47 1.04 -1.22
H -6.55 2.72 -1.82
H -10.22 1.86 1.66
H -10.32 3.53 1.05
H -9.97 3.22 2.76
C -1.50 -6.11 4.67
O -0.27 -5.44 4.34
C -0.34 -4.66 3.26
O -1.31 -4.48 2.57
O 0.86 -4.11 3.08
C 0.91 -3.25 1.94
H -1.29 -6.70 5.56
H -2.28 -5.39 4.89
H -1.81 -6.77 3.86
H 0.21 -2.43 2.05
H 0.70 -3.81 1.03
H 1.92 -2.85 1.88
C -0.75 -10.90 -0.32
O 0.32 -10.08 0.14
C 0.00 -9.30 1.18
O -1.07 -9.24 1.72
O 1.08 -8.59 1.51
C 0.87 -7.72 2.62
H -0.35 -11.48 -1.16
H -1.08 -11.58 0.46
H -1.59 -10.29 -0.66
H 0.60 -8.29 3.51
H 0.09 -7.00 2.39
H 1.80 -7.20 2.81
C 0.25 7.60 -0.14
O 0.54 7.42 1.25
C 1.06 6.23 1.56
O 1.29 5.34 0.78
O 1.27 6.20 2.87
C 1.80 4.98 3.39
H -0.16 8.60 -0.23
H 1.16 7.52 -0.74
H -0.49 6.87 -0.47
H 2.77 4.76 2.95
H 1.11 4.16 3.20
H 1.91 5.13 4.45
C 4.27 6.66 1.19
O 5.41 6.84 0.35
C 6.57 6.61 0.97
O 6.70 6.28 2.12
O 7.56 6.81 0.10
C 8.87 6.61 0.63
H 3.40 6.87 0.57
H 4.22 5.64 1.54
H 4.29 7.36 2.03
H 8.99 5.58 0.97
H 9.06 7.29 1.45
H 9.56 6.81 -0.18
C 1.72 -5.20 6.43
O 2.25 -5.30 7.75
C 1.32 -5.42 8.69
O 0.13 -5.44 8.51
O 1.93 -5.50 9.88
C 1.04 -5.63 10.99
H 2.57 -5.12 5.75
H 1.15 -6.10 6.18
H 1.09 -4.32 6.33
H 0.45 -6.54 10.90
H 0.39 -4.77 11.06
H 1.67 -5.69 11.87
```

Its orbital gap is 6.1 eV. The value obtained for the LUMO energy is -5.144 eV. As for the HOMO energy: -0.41395 Eh. Its charge is +1. The value obtained for the total energy is -6152.22174 Eh.